The following is a DFT calculation (ωB97M-V/def2-TZVPD) of 4 unconnected molecules or ions with the total composition C41H92BrNP2.

E: -4928.1919 Ha
HOMO energy: -8.25 eV
molar mass: 741.0 g mol⁻¹
ΔE to the lowest compared entry with this formula, charge and spin: 0.0 kcal per mole

```
! RIJCOSX wB97M-V def2-TZVPD def2/J DEFGRID3
* xyz 2 1
Br -0.068 2.420 0.233
C -8.979 -3.086 1.316
C -8.114 -1.826 1.059
C -7.593 -1.180 2.361
C -6.424 -2.033 3.059
P -6.369 -1.601 4.843
C -5.055 -2.780 5.520
C -3.595 -2.707 4.889
C -2.606 -3.210 5.952
C -2.136 -2.231 6.983
C -5.804 0.136 5.005
C -5.474 0.725 6.379
C -6.614 1.426 7.125
C -6.249 1.966 8.546
C -7.948 -1.788 5.715
C -7.875 -2.111 7.268
C -9.278 -1.898 8.043
C -9.134 -2.253 9.510
H -8.260 -3.902 1.391
H -9.554 -3.329 0.423
H -9.518 -2.992 2.258
H -8.691 -1.133 0.446
H -7.331 -2.116 0.358
H -8.406 -0.988 3.061
H -7.137 -0.208 2.167
H -5.421 -2.053 2.634
H -6.581 -3.108 2.973
H -5.619 -3.654 5.195
H -5.217 -2.972 6.581
H -3.371 -1.673 4.628
H -3.397 -3.280 3.983
H -1.751 -3.523 5.353
H -2.913 -4.134 6.442
H -1.333 -2.656 7.586
H -2.995 -2.011 7.617
H -1.817 -1.260 6.603
H -6.498 0.859 4.575
H -4.953 0.173 4.324
H -4.666 1.454 6.324
H -4.985 -0.076 6.934
H -7.492 0.793 6.993
H -6.904 2.306 6.552
H -6.753 2.923 8.683
H -5.177 1.834 8.696
H -6.805 1.267 9.170
H -8.693 -2.451 5.276
H -8.368 -0.798 5.536
H -7.038 -1.511 7.625
H -7.451 -3.115 7.300
H -10.017 -2.496 7.511
H -9.474 -0.834 7.915
H -8.234 -1.814 9.940
H -9.229 -3.311 9.756
H -9.906 -1.705 10.050
C 3.146 5.006 -9.334
C 3.334 3.687 -9.991
C 2.579 2.475 -9.564
C 2.892 2.053 -8.053
P 2.786 0.237 -7.765
C 3.214 -0.375 -6.061
C 3.571 -1.874 -6.044
C 4.084 -2.445 -4.599
C 2.912 -2.556 -3.605
C 4.036 -0.362 -9.005
C 3.740 -1.858 -9.435
C 4.867 -2.357 -10.407
C 4.471 -3.748 -10.765
C 1.077 -0.378 -8.153
C 0.010 0.598 -7.592
C -1.463 0.492 -8.155
C -2.240 -0.781 -7.693
H 2.126 5.369 -9.457
H 3.812 5.767 -9.741
H 3.395 4.863 -8.282
H 4.396 3.471 -9.874
H 3.293 3.792 -11.075
H 2.568 1.536 -10.117
H 1.539 2.801 -9.565
H 2.267 2.573 -7.326
H 3.889 2.349 -7.729
H 2.453 -0.123 -5.323
H 4.147 0.143 -5.842
H 4.382 -2.012 -6.758
H 2.802 -2.590 -6.335
H 4.905 -1.805 -4.277
H 4.654 -3.371 -4.666
H 3.055 -3.272 -2.797
H 1.873 -2.743 -3.877
H 2.771 -1.546 -3.219
H 4.931 -0.363 -8.383
H 4.143 0.301 -9.863
H 2.800 -1.835 -9.986
H 3.413 -2.542 -8.652
H 5.852 -2.365 -9.942
H 5.029 -1.765 -11.308
H 4.504 -4.322 -9.839
H 5.149 -4.189 -11.495
H 3.540 -3.765 -11.332
H 0.810 -1.332 -7.697
H 0.959 -0.485 -9.232
H 0.327 1.639 -7.659
H 0.025 0.262 -6.556
H -1.387 0.697 -9.223
H -2.072 1.371 -7.942
H -3.281 -0.729 -8.015
H -2.066 -0.871 -6.621
H -1.901 -1.765 -8.014
C 5.074 3.927 7.764
C 5.178 3.245 6.383
C 6.313 3.803 5.520
C 6.025 3.526 4.020
N 7.095 2.563 3.425
C 8.579 2.918 3.704
C 9.393 1.918 2.802
C 8.631 1.942 1.506
C 7.251 2.480 1.837
C 6.803 1.159 3.947
H 4.729 4.961 7.731
H 6.117 4.058 8.054
H 4.496 3.522 8.594
H 4.181 3.331 5.951
H 5.253 2.160 6.461
H 7.257 3.390 5.875
H 6.518 4.866 5.649
H 6.231 4.408 3.414
H 5.108 3.047 3.679
H 8.862 2.860 4.755
H 8.769 3.967 3.477
H 9.512 0.980 3.344
H 10.396 2.265 2.556
H 8.652 0.920 1.129
H 8.997 2.549 0.678
H 6.449 1.780 1.603
H 7.034 3.506 1.539
H 7.528 0.457 3.535
H 5.787 0.937 3.621
H 6.938 1.121 5.028
*
```

Mulliken population analysis, charges in e, atoms 1 to 99: atom 1 (Br): -0.9981, atom 2 (C): -1.0234, atom 3 (C): -0.8201, atom 4 (C): -0.5659, atom 5 (C): -0.9955, atom 6 (P): 0.5827, atom 7 (C): -1.2746, atom 8 (C): -0.4908, atom 9 (C): -0.7380, atom 10 (C): -1.1464, atom 11 (C): -1.2954, atom 12 (C): -0.8202, atom 13 (C): -0.4641, atom 14 (C): -1.1340, atom 15 (C): -1.0397, atom 16 (C): -1.0399, atom 17 (C): -0.3576, atom 18 (C): -1.2962, atom 19 (H): 0.2867, atom 20 (H): 0.3646, atom 21 (H): 0.2311, atom 22 (H): 0.4036, atom 23 (H): 0.3745, atom 24 (H): 0.3361, atom 25 (H): 0.3998, atom 26 (H): 0.6471, atom 27 (H): 0.5210, atom 28 (H): 0.6609, atom 29 (H): 0.6464, atom 30 (H): 0.3277, atom 31 (H): 0.4459, atom 32 (H): 0.4086, atom 33 (H): 0.3222, atom 34 (H): 0.3688, atom 35 (H): 0.2632, atom 36 (H): 0.3072, atom 37 (H): 0.6124, atom 38 (H): 0.6211, atom 39 (H): 0.5406, atom 40 (H): 0.2912, atom 41 (H): 0.2413, atom 42 (H): 0.4573, atom 43 (H): 0.3186, atom 44 (H): 0.3558, atom 45 (H): 0.2477, atom 46 (H): 0.5638, atom 47 (H): 0.6681, atom 48 (H): 0.4083, atom 49 (H): 0.5269, atom 50 (H): 0.3426, atom 51 (H): 0.3376, atom 52 (H): 0.3534, atom 53 (H): 0.3320, atom 54 (H): 0.3847, atom 55 (C): -1.2133, atom 56 (C): -0.9444, atom 57 (C): -0.5755, atom 58 (C): -1.3059, atom 59 (P): 0.4043, atom 60 (C): -0.7905, atom 61 (C): -0.5022, atom 62 (C): -0.8340, atom 63 (C): -1.1957, atom 64 (C): -1.1813, atom 65 (C): -0.7109, atom 66 (C): -0.5336, atom 67 (C): -1.3282, atom 68 (C): -0.7173, atom 69 (C): -0.7468, atom 70 (C): -0.8693, atom 71 (C): -1.1611, atom 72 (H): 0.3184, atom 73 (H): 0.3936, atom 74 (H): 0.2888, atom 75 (H): 0.2811, atom 76 (H): 0.4556, atom 77 (H): 0.7812, atom 78 (H): 0.3043, atom 79 (H): 0.7293, atom 80 (H): 0.6732, atom 81 (H): 0.5257, atom 82 (H): 0.5389, atom 83 (H): 0.3567, atom 84 (H): 0.3320, atom 85 (H): 0.4156, atom 86 (H): 0.4241, atom 87 (H): 0.3345, atom 88 (H): 0.3394, atom 89 (H): 0.3378, atom 90 (H): 0.5461, atom 91 (H): 0.6573, atom 92 (H): 0.3477, atom 93 (H): 0.4953, atom 94 (H): 0.3753, atom 95 (H): 0.3793, atom 96 (H): 0.3222, atom 97 (H): 0.4203, atom 98 (H): 0.3098, atom 99 (H): 0.4657